No. 1
16
Properties=species:S:1:pos:R:3:nbo_charge:R:1 method="wB97M-V/def2-TZVPD" multiplicity=1 molar_mass_g_mol=99.133 charge=0 e_above_lowest_kj_mol=429.98 orbital_gap_ev=9.397 e_tot_ha=-325.77379 lumo_energy_ev=0.73
N 2.36 0.94 -0.15 -0.679
C 1.25 0.40 -0.11 0.518
C 0.80 -1.03 -0.23 -0.482
C -0.63 -1.25 0.28 -0.393
C -1.49 -0.03 -0.08 -0.462
C -0.63 1.19 0.23 0.180
O 0.11 1.10 1.30 -0.722
H 2.47 1.94 -0.10 0.395
H 0.90 -1.29 -1.29 0.230
H 1.52 -1.63 0.33 0.255
H -0.59 -1.34 1.36 0.231
H -1.04 -2.17 -0.14 0.216
H -1.82 -0.03 -1.12 0.205
H -2.38 0.00 0.56 0.233
H -1.05 2.17 -0.06 0.179
H 0.21 1.05 -0.78 0.098



No. 2
9
Properties=species:S:1:pos:R:3:lowdin_spin:R:1 method="wB97M-V/def2-TZVPD" multiplicity=3 molar_mass_g_mol=83.066 charge=+1 e_above_lowest_kj_mol=368.12 orbital_gap_ev="6.712 / 6.503" e_tot_ha=-304.12436 lumo_energy_ev="-6.25 / -9.94" s_squared=2.05
C 2.92 0.21 -0.15 0.438
C 1.78 -0.20 -0.05 0.178
C -1.63 0.17 -0.28 0.211
C 0.60 -0.86 0.14 0.301
O 0.35 -2.08 0.20 0.784
O -0.48 0.22 0.14 0.044
H 3.72 0.82 -0.38 0.023
H -2.20 1.07 -0.06 0.010
H -2.24 -0.68 -0.54 0.012



No. 3
48
Properties=species:S:1:pos:R:3:nbo_charge:R:1 method="wB97M-V/def2-TZVPD" multiplicity=1 molar_mass_g_mol=288.240 charge=0 e_above_lowest_kj_mol=384.21 orbital_gap_ev=10.267 e_tot_ha=-1223.05243 lumo_energy_ev=0.09
O -2.65 0.28 0.52 -0.978
H -1.72 0.39 0.64 0.490
H -2.88 1.05 -0.01 0.473
O -2.53 2.29 -1.55 -0.998
H -3.49 2.46 -1.85 0.501
H -2.25 1.45 -1.96 0.517
O 0.42 -3.04 1.02 -0.959
H 0.19 -2.19 0.68 0.498
H 1.29 -2.99 1.47 0.495
O -1.22 -1.87 -2.07 -0.990
H -1.48 -2.76 -1.90 0.498
H -0.27 -1.88 -1.99 0.500
O -0.40 2.31 0.29 -1.034
H -1.26 2.35 -0.21 0.507
H -0.49 2.15 1.22 0.507
O -1.01 -1.61 2.69 -1.004
H -1.63 -2.19 3.10 0.470
H -0.42 -2.25 2.24 0.496
O 0.95 1.55 -2.22 -0.969
H 0.83 2.49 -2.05 0.477
H 0.25 1.29 -2.74 0.487
O 1.53 -1.94 -2.63 -0.966
H 1.78 -1.41 -1.88 0.502
H 1.75 -1.46 -3.43 0.480
O -1.00 1.35 2.85 -0.989
H -1.16 0.40 2.89 0.518
H -1.77 1.75 3.24 0.480
O -1.31 0.40 -3.50 -1.027
H -1.31 -0.53 -3.24 0.526
H -1.53 0.57 -4.47 0.496
O 3.28 0.12 -0.96 -0.960
H 2.75 0.20 -0.15 0.470
H 3.05 0.95 -1.36 0.489
O 2.42 -1.95 3.03 -0.953
H 3.15 -1.70 3.64 0.463
H 2.40 -1.17 2.55 0.472
O 2.28 3.03 0.22 -0.965
H 2.49 3.93 -0.03 0.463
H 1.36 2.98 0.16 0.490
O 2.29 0.47 1.77 -0.965
H 2.08 0.93 2.55 0.496
H 3.28 0.63 1.74 0.501
O 0.08 -0.39 0.00 -1.001
H -0.02 0.13 -0.81 0.504
H 0.68 0.12 0.58 0.498
O -2.86 -2.58 0.39 -0.958
H -2.44 -1.71 0.37 0.495
H -3.45 -2.41 1.12 0.456



No. 4
71
Properties=species:S:1:pos:R:3:lowdin_charge:R:1 method="wB97M-V/def2-TZVPD" multiplicity=1 molar_mass_g_mol=1111.804 charge=-2 e_above_lowest_kj_mol=316.72 orbital_gap_ev=4.076 e_tot_ha=-16930.28533 lumo_energy_ev=3.03
Ca 0.47 -0.14 1.09 1.318
O 2.02 3.34 1.31 -0.386
Cl 1.88 2.10 2.04 0.645
O 2.72 2.14 3.19 -0.299
O 2.30 1.02 1.18 -0.446
O 0.51 1.93 2.43 -0.382
O 0.63 -0.42 -0.97 -0.700
S 0.85 -1.45 -2.00 1.029
C 0.95 -0.45 -3.59 -0.280
C 1.11 1.03 -3.26 -0.240
C -0.25 1.70 -3.07 -0.249
C -0.14 3.14 -2.60 -0.274
S 0.01 3.25 -0.72 1.040
O -0.03 1.86 -0.24 -0.582
C -1.69 3.85 -0.50 -0.353
C -1.96 5.20 -0.36 -0.089
C -3.26 5.63 -0.14 -0.095
C -4.29 4.69 -0.07 -0.094
C -4.02 3.34 -0.21 -0.064
C -2.71 2.92 -0.41 -0.054
C 2.62 -1.83 -1.99 -0.377
C 3.07 -2.86 -2.80 -0.107
C 4.41 -3.19 -2.79 -0.104
C 5.29 -2.50 -1.97 -0.106
C 4.82 -1.47 -1.16 -0.071
C 3.48 -1.13 -1.16 -0.063
H 0.02 -0.64 -4.11 0.080
H 1.78 -0.85 -4.17 0.078
H 1.67 1.53 -4.06 0.114
H 1.68 1.14 -2.34 0.111
H -0.81 1.12 -2.33 0.088
H -0.81 1.67 -4.01 0.116
H -1.00 3.74 -2.89 0.079
H 0.77 3.62 -2.99 0.079
H -1.14 5.92 -0.40 0.108
H -3.48 6.68 -0.02 0.096
H -5.31 5.02 0.11 0.096
H -4.81 2.61 -0.15 0.102
H -2.47 1.86 -0.50 0.093
H 2.36 -3.41 -3.41 0.110
H 4.78 -4.00 -3.41 0.096
H 6.34 -2.77 -1.95 0.095
H 5.50 -0.95 -0.50 0.109
H 3.09 -0.36 -0.51 0.089
Br 3.52 -5.91 3.82 0.617
C 2.50 -4.33 3.60 -0.777
C 1.83 -3.76 4.68 -0.778
Br 1.93 -4.56 6.39 0.614
C 1.10 -2.58 4.49 -0.639
Br 0.17 -1.76 5.92 0.676
C 1.02 -1.92 3.26 -0.455
O 0.39 -0.81 3.08 -0.288
C 1.71 -2.52 2.12 -0.489
O 1.65 -1.93 0.98 -0.304
C 2.42 -3.70 2.35 -0.636
Br 3.31 -4.42 0.83 0.722
Se -3.67 -1.59 -1.85 1.102
N -4.83 -1.02 -0.63 -0.235
C -4.10 -0.54 0.36 -0.405
C -4.62 0.02 1.55 -0.013
C -3.72 0.49 2.46 -0.026
C -2.33 0.40 2.22 -0.086
N -1.80 -0.11 1.13 0.029
C -2.66 -0.57 0.18 -0.476
N -2.24 -1.07 -0.97 -0.218
H -5.69 0.05 1.73 0.113
H -4.06 0.92 3.39 0.105
H -1.62 0.75 2.96 0.113
S -1.08 -3.69 0.95 0.515
C -2.52 -4.46 0.77 -1.070
N -3.55 -5.00 0.64 -0.069



No. 5
113
Properties=species:S:1:pos:R:3:lowdin_spin:R:1 method="wB97M-V/def2-TZVPD" multiplicity=5 molar_mass_g_mol=1250.717 charge=0 orbital_gap_ev="8.924 / 8.745" e_tot_ha=-16319.56495 lumo_energy_ev="0.32 / 0.32" s_squared=6.01
Fe -1.14 -1.37 -0.18 3.704
C -2.12 -4.24 3.15 0.002
C -1.47 -2.85 2.99 0.013
C -0.12 -2.96 3.59 0.002
O -1.37 -2.33 1.63 0.105
H -2.18 -4.61 4.17 0.000
H -1.53 -4.94 2.55 0.000
H -3.13 -4.11 2.76 0.000
H -1.99 -2.14 3.63 0.001
H 0.33 -1.98 3.47 0.000
H 0.52 -3.78 3.28 0.000
H -0.29 -3.16 4.65 0.000
C 1.30 -1.64 -3.53 0.000
F 1.96 -1.03 -4.44 0.000
F 0.46 -2.53 -4.14 0.000
F 2.14 -2.28 -2.70 0.000
S 0.39 -0.21 -2.59 0.005
O 0.83 1.11 -3.13 0.007
O -1.03 -0.38 -2.84 0.015
N 0.54 -0.59 -0.93 0.033
S 1.87 0.10 -0.41 0.007
O 2.78 0.50 -1.54 0.007
O 1.65 1.10 0.57 0.001
C 2.74 -1.42 0.53 0.001
F 3.13 -2.27 -0.41 0.000
F 3.76 -0.97 1.27 0.000
F 1.89 -2.13 1.35 0.000
C 3.18 -5.17 2.81 0.000
Cl 4.91 -5.40 3.19 0.000
Cl 2.13 -6.43 3.71 0.000
Cl 3.06 -5.37 1.12 0.000
H 2.92 -4.16 3.12 0.000
C -5.29 -0.10 -1.50 0.001
C -5.38 -0.06 0.04 0.000
C -4.26 -1.03 0.40 0.001
O -3.23 -0.98 -0.69 0.023
C -3.96 -0.63 -1.90 0.003
H -5.49 0.86 -1.97 0.000
H -6.08 -0.74 -1.89 0.000
H -6.39 -0.33 0.35 0.000
H -5.36 0.92 0.51 0.000
H -4.56 -2.08 0.47 0.000
H -3.99 -0.82 1.43 0.000
H -3.95 -1.53 -2.51 0.000
H -3.41 0.20 -2.35 0.000
C -0.58 -5.31 -0.31 0.000
C -2.02 -5.35 -0.77 0.000
C -2.02 -4.13 -1.74 0.003
O -0.98 -3.17 -1.29 0.029
C 0.09 -4.13 -0.96 0.001
H -0.11 -6.27 -0.51 0.000
H -0.50 -5.06 0.75 0.000
H -2.70 -5.14 0.06 0.000
H -2.19 -6.35 -1.16 0.000
H -2.95 -3.56 -1.80 0.000
H -1.79 -4.42 -2.76 0.001
H 0.87 -3.71 -0.33 0.000
H 0.51 -4.45 -1.91 0.000
C -2.08 3.75 -4.20 0.000
C -2.88 4.09 -2.96 0.000
C -4.23 3.61 -3.36 0.000
O -4.00 2.40 -4.17 0.000
C -2.67 2.46 -4.72 0.000
H -1.05 3.52 -3.91 0.000
H -2.13 4.53 -4.96 0.000
H -2.92 5.16 -2.76 0.000
H -2.45 3.49 -2.16 0.000
H -4.78 4.27 -4.03 0.000
H -4.87 3.34 -2.51 0.000
H -2.71 2.43 -5.81 0.000
H -2.05 1.64 -4.35 0.000
C 5.25 3.99 0.28 0.000
C 3.87 4.01 0.93 0.000
C 4.27 4.02 2.48 0.000
O 5.46 3.33 2.52 0.000
C 6.23 3.75 1.38 0.000
H 5.45 4.93 -0.24 0.000
H 5.23 3.12 -0.37 0.000
H 3.23 3.14 0.74 0.000
H 3.20 4.82 0.64 0.000
H 3.61 3.69 3.28 0.000
H 4.34 5.06 2.82 0.000
H 6.92 2.96 1.07 0.000
H 6.86 4.57 1.70 0.000
C -2.04 2.48 1.98 0.001
C -1.31 2.85 0.80 0.001
C -1.52 1.69 -0.19 0.002
O -1.38 0.58 0.68 0.024
C -1.73 1.00 2.04 0.003
H -3.11 2.68 1.94 0.000
H -1.70 2.95 2.90 0.000
H -0.25 2.92 1.02 0.000
H -1.66 3.82 0.42 0.000
H -1.02 1.50 -1.14 0.000
H -2.55 1.73 -0.54 0.000
H -0.95 0.96 2.81 0.000
H -2.64 0.58 2.46 0.000
Br 3.09 -3.51 5.78 0.000
C 2.74 -1.58 5.68 0.000
C 3.18 -0.97 4.40 0.000
Br 2.62 0.93 4.43 0.000
H 3.29 -1.06 6.46 0.000
H 1.67 -1.43 5.77 0.000
H 2.66 -1.48 3.59 0.000
H 4.25 -1.10 4.27 0.000
Br 4.58 3.89 -4.93 0.000
C 2.77 4.08 -4.12 0.000
C 2.88 4.29 -2.66 0.000
Br 1.11 4.45 -1.85 0.000
H 2.33 3.11 -4.34 0.000
H 2.27 4.91 -4.62 0.000
H 3.47 5.17 -2.40 0.000
H 3.51 3.46 -2.34 0.000



No. 6
12
Properties=species:S:1:pos:R:3:nbo_charge:R:1 method="wB97M-V/def2-TZVPD" multiplicity=1 smiles=CS.CS molar_mass_g_mol=96.220 charge=0 e_above_lowest_kj_mol=109.98 orbital_gap_ev=9.644 e_tot_ha=-877.31683 lumo_energy_ev=0.91
C 1.12 -1.13 2.60 -0.774
S 1.47 -1.29 0.84 -0.027
H 1.92 -0.69 3.33 0.240
H 0.23 -0.47 2.70 0.216
H 0.60 -1.98 2.98 0.231
H 2.55 -0.59 0.66 0.118
C -1.89 2.22 -1.61 -0.755
S -1.13 0.60 -1.42 -0.055
H -1.21 2.79 -2.36 0.231
H -2.78 1.91 -2.15 0.225
H -2.28 2.73 -0.69 0.223
H 0.16 0.79 -1.07 0.127



No. 7
100
Properties=species:S:1:pos:R:3:lowdin_spin:R:1 method="wB97M-V/def2-TZVPD" multiplicity=2 molar_mass_g_mol=1063.283 charge=-2 e_above_lowest_kj_mol=275.87 orbital_gap_ev="3.142 / 5.423" e_tot_ha=-4663.85612 lumo_energy_ev="3.32 / 3.32" s_squared=0.76
Cd 0.45 -0.88 -1.50 0.000
C -1.46 -3.40 -0.87 0.018
P -1.77 -2.01 -2.04 0.099
C -2.27 -2.63 -3.58 0.195
C -1.71 -2.12 -4.80 0.097
C -2.07 -2.62 -6.02 0.069
C -3.03 -3.67 -6.13 0.240
C -3.62 -4.15 -4.95 0.039
C -3.28 -3.66 -3.71 0.151
C -3.15 -1.07 -1.26 0.030
C -3.23 -0.79 0.11 0.004
C -4.18 0.11 0.59 0.002
C -5.07 0.72 -0.28 0.000
C -5.02 0.42 -1.64 0.001
C -4.07 -0.46 -2.12 0.005
C -0.81 -2.95 0.41 0.002
C -0.89 -3.58 1.63 0.001
C -0.20 -2.76 2.56 0.000
C 0.24 -1.66 1.85 0.000
C 0.78 -0.41 2.48 0.000
P -0.62 0.80 2.69 0.000
C -0.08 1.84 4.11 0.000
C -1.02 2.08 5.11 0.000
C -0.69 2.87 6.21 0.000
C 0.59 3.41 6.32 0.000
C 1.53 3.16 5.33 0.000
C 1.20 2.37 4.23 0.000
C -0.40 2.01 1.31 0.000
C 0.64 1.87 0.25 0.000
C 1.25 3.14 -0.36 0.000
C 0.23 4.28 -0.53 0.000
C -1.19 3.90 -0.03 0.000
C -1.27 3.01 1.16 0.000
N -0.12 -1.76 0.53 -0.001
H -2.38 -3.94 -0.65 0.000
H -0.82 -4.08 -1.45 0.001
H -0.97 -1.32 -4.74 0.003
H -1.61 -2.21 -6.91 0.000
H -3.31 -4.07 -7.10 0.022
H -4.38 -4.93 -5.01 -0.004
H -3.76 -4.05 -2.83 0.012
H -2.54 -1.24 0.81 0.000
H -4.20 0.34 1.65 0.000
H -5.80 1.43 0.10 0.000
H -5.71 0.89 -2.32 0.000
H -4.00 -0.68 -3.18 0.002
H -1.39 -4.52 1.82 0.000
H -0.08 -2.92 3.62 0.000
H 1.09 -0.64 3.50 0.000
H 1.65 0.02 1.99 0.000
H -2.01 1.66 5.03 0.000
H -1.43 3.06 6.98 0.000
H 0.85 4.03 7.17 0.000
H 2.52 3.58 5.40 0.000
H 1.95 2.19 3.46 0.000
H 1.43 1.18 0.51 0.000
H 2.26 3.37 -0.03 0.000
H 0.58 5.29 -0.35 0.000
H -1.83 4.77 0.05 0.000
H -2.08 3.16 1.88 0.000
C 0.71 -4.99 -4.60 0.000
C 1.14 -3.65 -4.05 0.006
O 2.50 -3.74 -3.60 0.001
P 3.05 -2.71 -2.49 0.000
S 4.93 -3.08 -2.19 0.000
S 2.47 -0.83 -3.00 0.000
O 2.10 -2.97 -1.21 0.000
C 2.42 -3.88 -0.14 0.000
C 2.13 -5.31 -0.53 0.000
H -0.32 -4.92 -4.94 0.000
H 0.77 -5.76 -3.82 0.000
H 1.35 -5.30 -5.43 0.000
H 0.49 -3.36 -3.23 0.003
H 1.08 -2.87 -4.81 0.001
H 1.80 -3.56 0.69 0.000
H 3.47 -3.75 0.11 0.000
H 1.08 -5.43 -0.80 0.000
H 2.34 -5.97 0.32 0.000
H 2.75 -5.62 -1.37 0.000
I -0.11 4.85 -3.72 0.000
C -0.12 3.72 -1.94 0.000
C -1.45 3.16 -1.40 0.000
N -1.26 1.73 -1.44 0.000
N 0.12 1.44 -1.14 0.000
C 0.89 2.57 -1.76 0.000
H -2.37 3.43 -1.91 0.000
H -1.85 1.21 -0.80 0.000
H 1.58 2.30 -2.55 0.000
S 3.99 2.35 1.84 0.000
C 4.04 3.73 2.89 0.000
C 3.12 4.79 2.79 0.000
C 3.14 5.87 3.67 0.000
C 4.06 5.93 4.70 0.000
C 4.99 4.90 4.82 0.000
C 4.98 3.83 3.94 0.000
H 2.38 4.75 2.00 0.000
H 2.40 6.66 3.55 0.000
H 4.07 6.76 5.39 0.000
H 5.72 4.92 5.62 0.000
H 5.70 3.03 4.05 0.000



No. 8
54
Properties=species:S:1:pos:R:3:lowdin_spin:R:1 method="wB97M-V/def2-TZVPD" multiplicity=2 molar_mass_g_mol=276.414 charge=+1 e_above_lowest_kj_mol=262.02 orbital_gap_ev="9.608 / 2.924" e_tot_ha=-929.77594 lumo_energy_ev="-2.56 / -9.25" s_squared=0.75
C 19.36 -3.33 1.05 0.000
C 20.64 -2.53 1.00 0.000
O 20.36 -1.48 1.91 0.000
H 19.53 -4.30 0.57 0.000
H 18.52 -2.91 0.50 0.000
H 19.09 -3.54 2.09 0.000
H 20.75 -2.10 0.00 0.000
H 21.61 -2.96 1.22 0.000
H 21.20 -1.09 2.17 0.000
C 15.70 -3.92 4.72 0.000
C 17.07 -4.18 5.45 0.000
O 18.07 -4.55 4.59 0.000
H 14.94 -3.64 5.45 0.000
H 15.33 -4.62 3.98 0.000
H 15.70 -2.97 4.19 0.000
H 16.95 -5.06 6.09 0.000
H 17.40 -3.41 6.15 0.000
H 18.94 -4.35 4.96 0.000
C 16.87 2.28 7.39 0.000
C 15.59 1.55 7.30 0.000
O 15.13 0.92 8.53 0.000
H 17.12 2.58 6.37 0.000
H 17.66 1.56 7.56 0.000
H 16.89 3.20 7.97 0.000
H 15.48 0.85 6.47 0.000
H 14.91 2.33 6.94 0.000
H 14.17 0.97 8.64 0.000
C 17.37 -0.20 4.11 0.000
C 17.96 0.66 3.00 0.000
O 17.94 0.02 1.77 0.001
H 16.28 -0.17 3.99 0.000
H 17.71 0.03 5.12 0.000
H 17.68 -1.25 4.16 0.000
H 18.96 1.01 3.25 0.000
H 17.34 1.56 3.02 0.000
H 18.72 -0.54 1.82 0.000
C 19.40 3.88 1.26 0.000
C 18.42 4.35 0.13 0.000
O 17.42 5.26 0.59 0.000
H 20.11 4.70 1.43 0.000
H 19.86 2.95 0.91 0.000
H 18.84 3.69 2.17 0.000
H 17.94 3.57 -0.45 0.000
H 19.04 4.85 -0.61 0.000
H 17.15 5.69 -0.23 0.000
C 14.18 -2.79 -0.15 0.019
C 15.20 -2.21 0.82 0.152
O 15.89 -1.09 0.32 0.674
H 14.70 -2.90 -1.11 0.005
H 13.32 -2.14 -0.30 0.005
H 13.88 -3.81 0.09 0.001
H 15.86 -3.00 1.17 0.048
H 14.71 -1.89 1.74 0.086
H 16.64 -0.81 0.85 0.009



No. 9
19
Properties=species:S:1:pos:R:3:nbo_charge:R:1 method="wB97M-V/def2-TZVPD" multiplicity=1 smiles="C=C1C[C@@H]1CC.O" molar_mass_g_mol=100.161 charge=0 e_above_lowest_kj_mol=194.00 orbital_gap_ev=10.952 e_tot_ha=-310.98538 lumo_energy_ev=0.97
C 0.74 1.71 0.63 -0.424
C -0.15 0.93 0.04 0.005
C -1.50 0.75 -0.50 -0.452
C -0.55 -0.43 -0.34 -0.260
C -0.72 -1.44 0.78 -0.389
C 0.60 -2.09 1.16 -0.602
H 0.56 2.77 0.79 0.205
H 1.70 1.32 0.96 0.207
H -1.71 1.08 -1.51 0.234
H -2.34 0.84 0.19 0.223
H -0.14 -0.81 -1.28 0.234
H -1.14 -0.92 1.65 0.201
H -1.46 -2.21 0.48 0.205
H 1.04 -2.63 0.32 0.205
H 0.47 -2.80 1.99 0.211
H 1.33 -1.34 1.48 0.204
O 1.24 1.50 -2.57 -0.951
H 1.19 1.37 -1.61 0.480
H 0.85 2.38 -2.68 0.463



No. 10
20
Properties=species:S:1:pos:R:3:nbo_charge:R:1 method="wB97M-V/def2-TZVPD" multiplicity=1 smiles=C[N+](C)(N)CCO molar_mass_g_mol=105.161 charge=+1 e_above_lowest_kj_mol=389.80 orbital_gap_ev=11.944 e_tot_ha=-344.61838 lumo_energy_ev=-2.85
C -0.16 -1.16 0.87 -0.441
N -0.39 0.17 0.51 -0.078
C 0.32 1.03 1.51 -0.424
N -1.82 0.67 0.59 -0.599
C 0.09 0.52 -0.89 -0.248
C 1.30 -0.30 -1.39 -0.091
O 0.97 -1.70 -1.59 -0.722
H -0.73 -1.87 0.27 0.261
H 0.93 -1.26 0.88 0.248
H -0.43 -1.33 1.97 0.246
H 1.29 0.58 1.62 0.219
H 0.33 2.16 1.37 0.262
H -0.15 0.77 2.47 0.251
H -1.96 1.36 -0.09 0.375
H -2.36 -0.15 0.36 0.373
H -0.69 0.36 -1.70 0.236
H 0.16 1.58 -0.82 0.227
H 1.53 0.28 -2.27 0.219
H 2.01 -0.17 -0.57 0.186
H 0.79 -1.87 -2.57 0.501



No. 11
23
Properties=species:S:1:pos:R:3:nbo_charge:R:1 method="wB97M-V/def2-TZVPD" multiplicity=1 smiles=Cc1ccccc1.CC molar_mass_g_mol=122.211 charge=0 e_above_lowest_kj_mol=58.58 orbital_gap_ev=10.042 e_tot_ha=-351.30788 lumo_energy_ev=1.03
C -1.94 1.90 -0.24 -0.634
C -0.46 1.81 -0.01 -0.004
C 0.15 0.54 -0.04 -0.222
C 1.49 0.44 0.29 -0.196
C 2.27 1.57 0.54 -0.231
C 1.73 2.79 0.22 -0.187
C 0.34 2.93 0.02 -0.230
H -2.52 1.21 0.37 0.218
H -2.27 1.60 -1.24 0.220
H -2.30 2.91 -0.10 0.214
H -0.32 -0.39 -0.29 0.209
H 1.93 -0.54 0.41 0.208
H 3.31 1.51 0.83 0.214
H 2.29 3.71 0.16 0.208
H -0.03 3.94 0.10 0.212
C 0.28 -3.34 0.04 -0.616
C -1.22 -3.10 -0.28 -0.610
H 0.90 -2.51 -0.25 0.201
H 0.41 -3.61 1.09 0.208
H 0.70 -4.19 -0.51 0.205
H -1.36 -2.06 -0.53 0.198
H -1.86 -3.41 0.55 0.208
H -1.52 -3.71 -1.14 0.207